Entry 1:
Here is the molecule C21H22N2O4 from the OMol25 dataset. Energies are from ωB97M-V with the def2-TZVPD basis set.

Its structure (SMILES) is COCCCN1C(=O)c2ccc(C(=O)Nc3ccc(C)cc3C)cc2C1=O. Its energy is -1223.9600 Eh. The value obtained for the HOMO energy is -8.88 eV. The HOMO-LUMO gap is 0.3076 Ha. For the energy above the lowest of the compared OMol25 structures with the same formula, charge and spin, the calculation gives 74.4 kJ/mol. For the max |F|, the calculation gives 0.69 eV/Å.

Atoms and positions in Å:
C1 -4.395 -2.253 0.885
O1 -3.156 -1.655 0.588
C2 -3.243 -0.447 -0.132
C3 -3.791 0.727 0.691
C4 -3.546 2.072 0.001
N1 -2.132 2.302 -0.184
C5 -1.483 2.097 -1.396
O2 -2.036 1.882 -2.444
C6 -0.037 2.173 -1.085
C7 1.065 1.939 -1.880
C8 2.306 1.883 -1.257
C9 2.438 2.093 0.110
C10 3.764 1.803 0.764
O3 4.604 2.628 1.040
N2 3.924 0.474 0.983
C11 2.949 -0.510 0.669
C12 1.745 -0.532 1.362
C13 0.746 -1.415 1.001
C14 0.939 -2.308 -0.044
C15 -0.144 -3.262 -0.441
C16 2.166 -2.309 -0.696
C17 3.179 -1.423 -0.362
C18 4.491 -1.434 -1.086
C19 1.334 2.437 0.892
C20 0.100 2.439 0.281
C21 -1.258 2.542 0.869
O4 -1.589 2.753 2.007
H1 -4.168 -3.232 1.304
H2 -5.000 -2.376 -0.021
H3 -4.964 -1.673 1.618
H4 -2.213 -0.242 -0.438
H5 -3.853 -0.585 -1.037
H6 -4.864 0.611 0.847
H7 -3.299 0.732 1.666
H8 -3.955 2.879 0.613
H9 -4.004 2.090 -0.991
H10 0.957 1.757 -2.937
H11 3.183 1.645 -1.841
H12 4.828 0.172 1.322
H13 1.595 0.151 2.183
H14 -0.195 -1.409 1.531
H15 0.024 -4.231 0.030
H16 -0.153 -3.410 -1.518
H17 -1.116 -2.892 -0.121
H18 2.333 -3.013 -1.500
H19 4.422 -2.020 -1.998
H20 5.265 -1.875 -0.456
H21 4.805 -0.423 -1.338
H22 1.437 2.645 1.945

Atomic partial charges in e from the natural (NBO) method, atoms 1 to 2: -0.250, -0.543



Entry 2:
Here is a structure of composition C40H52N2O3P2RuS2Se2 in a non-equilibrium geometry from the OMol25 dataset. Energies are from ωB97M-V with the def2-TZVPD basis set.

Its net charge is +1. As for the expectation value of S²: 8.7900. As for the spin multiplicity: 6. Its energy is -8267.2185 Eh. The value obtained for the HOMO energy (alpha / beta) is -10.36 / -10.36 eV. The HOMO-LUMO gap (alpha / beta) is 0.2765 / 0.1924 Ha. For the energy above the lowest of the compared OMol25 structures with the same formula, charge and spin, the calculation gives 172.9 kJ/mol. For the max |F|, the calculation gives 2.87 eV/Å.

Atoms and positions in Å:
Ru1 -1.433 -2.065 -0.885
Se1 -0.704 -3.625 0.916
P1 1.155 -4.448 -0.004
Se2 -1.629 -4.077 -2.115
C1 2.324 -3.215 -0.728
C2 2.382 -3.021 -2.123
C3 3.318 -2.085 -2.669
C4 4.158 -1.360 -1.847
C5 4.066 -1.582 -0.408
C6 3.224 -2.536 0.117
C7 2.079 -5.320 1.233
C8 1.342 -5.946 2.271
C9 1.895 -6.964 3.009
C10 3.167 -7.414 2.742
C11 3.936 -6.753 1.776
C12 3.421 -5.654 1.048
H1 1.732 -3.547 -2.834
H2 3.216 -2.137 -3.767
H3 4.933 -0.628 -2.115
H4 4.868 -1.172 0.160
H5 3.126 -2.627 1.166
H6 0.374 -5.527 2.437
H7 1.420 -7.444 3.855
H8 3.478 -8.278 3.206
H9 4.965 -7.044 1.528
H10 4.011 -5.245 0.165
O1 -4.938 1.991 -1.494
C13 -4.178 2.035 -2.637
C14 -4.093 3.289 -3.262
C15 -3.242 3.423 -4.379
C16 -2.452 2.324 -4.823
C17 -2.497 1.172 -4.127
C18 -3.389 0.947 -3.048
C19 -3.125 -0.239 -2.261
O2 -2.075 -0.916 -2.520
N1 -3.863 -0.490 -1.217
N2 -3.396 -1.408 -0.320
C20 -4.121 -1.545 0.722
S1 -5.717 -0.804 1.051
C21 -5.756 -1.275 2.728
C22 -5.279 -2.729 2.802
S2 -3.656 -2.703 1.944
H11 -4.742 1.049 -1.122
H12 -4.592 4.135 -2.765
H13 -3.076 4.396 -4.814
H14 -1.745 2.518 -5.628
H15 -1.821 0.369 -4.439
H16 -6.798 -1.228 3.014
H17 -5.141 -0.698 3.432
H18 -6.013 -3.377 2.344
H19 -5.062 -3.116 3.852
O3 -0.062 -0.662 -0.057
P2 0.058 0.900 0.005
C23 -1.574 1.478 0.604
C24 -2.109 2.917 0.577
C25 -1.554 3.737 1.750
C26 -2.029 3.222 3.023
C27 -1.483 1.848 3.206
C28 -1.894 0.901 2.047
C29 0.207 1.590 -1.764
C30 0.458 3.126 -1.899
C31 1.806 3.614 -2.392
C32 2.045 2.830 -3.677
C33 2.311 1.363 -3.353
C34 1.062 0.701 -2.756
C35 1.556 1.117 0.916
C36 1.622 0.130 2.059
C37 2.724 0.527 3.074
C38 3.863 1.288 2.396
C39 3.368 2.686 2.017
C40 2.005 2.536 1.232
H20 -2.121 0.876 -0.075
H21 -3.211 2.932 0.622
H22 -1.882 3.447 -0.285
H23 -1.930 4.764 1.634
H24 -0.488 3.845 1.625
H25 -3.123 3.230 2.994
H26 -1.762 3.794 3.911
H27 -1.762 1.393 4.202
H28 -0.422 1.849 3.343
H29 -2.992 0.842 2.039
H30 -1.506 -0.081 2.072
H31 -0.843 1.424 -2.024
H32 0.204 3.629 -0.920
H33 -0.284 3.409 -2.612
H34 2.648 3.374 -1.728
H35 1.837 4.757 -2.369
H36 2.928 3.302 -4.081
H37 1.238 2.942 -4.425
H38 3.127 1.171 -2.635
H39 2.725 0.867 -4.191
H40 1.222 -0.297 -2.342
H41 0.433 0.427 -3.611
H42 2.225 0.648 0.219
H43 1.830 -0.904 1.675
H44 0.674 0.053 2.625
H45 3.015 -0.459 3.358
H46 2.317 1.032 3.921
H47 4.136 0.733 1.482
H48 4.722 1.253 3.044
H49 4.144 3.074 1.419
H50 3.326 3.316 2.884
H51 1.913 3.122 0.295
H52 1.221 2.986 1.758

Atomic partial charges in e from the Löwdin method, atoms 1 to 2: 0.763, 0.326



Entry 3:
Here is a structure of composition C27H67N6O5S3 from the OMol25 dataset. Energies are from ωB97M-V with the def2-TZVPD basis set.

Its net charge is -1. Its energy is -2968.2317 Eh. The value obtained for the HOMO energy is -5.84 eV. The HOMO-LUMO gap is 0.2838 Ha. For the max |F|, the calculation gives 0.80 eV/Å.

Atoms and positions in Å:
C1 -12.395 -1.918 1.860
C2 -11.027 -1.400 2.282
O1 -10.619 -0.329 1.925
N1 -10.327 -2.318 3.116
C3 -10.005 -3.591 2.456
S1 -9.170 -1.734 4.227
O2 -9.547 -0.376 4.464
O3 -9.248 -2.682 5.303
N2 -7.746 -1.940 3.565
S2 -7.222 -1.134 2.311
O4 -7.814 -1.593 1.076
O5 -7.061 0.284 2.469
S3 -5.284 -2.002 2.433
H1 -12.747 -2.709 2.518
H2 -12.335 -2.314 0.845
H3 -13.092 -1.083 1.868
H4 -10.420 -3.600 1.450
H5 -8.925 -3.690 2.365
H6 -10.417 -4.433 3.015
H7 -4.704 -1.096 1.632
C4 -3.515 -0.339 -1.730
C5 -2.579 0.551 -0.927
N3 -1.354 -0.123 -0.531
C6 -0.607 0.581 0.493
C7 -0.035 1.959 0.138
C8 -0.572 -0.700 -1.611
C9 -0.105 0.232 -2.738
H8 -3.706 -1.272 -1.198
H9 -4.469 0.168 -1.874
H10 -3.118 -0.578 -2.718
H11 -3.086 0.855 -0.007
H12 -2.394 1.479 -1.494
H13 0.206 -0.072 0.824
H14 -1.266 0.695 1.359
H15 0.808 1.888 -0.550
H16 0.325 2.451 1.044
H17 -0.791 2.609 -0.307
H18 -1.159 -1.506 -2.057
H19 0.298 -1.186 -1.159
H20 -0.922 0.855 -3.105
H21 0.256 -0.363 -3.579
H22 0.708 0.889 -2.428
C10 3.262 -0.959 -0.310
C11 4.552 -0.564 0.394
N4 4.902 0.830 0.184
C12 6.263 1.157 0.569
C13 6.648 1.027 2.047
C14 3.876 1.790 0.557
C15 3.368 1.775 2.005
H23 3.301 -0.692 -1.367
H24 3.118 -2.039 -0.233
H25 2.387 -0.483 0.133
H26 5.376 -1.163 -0.007
H27 4.469 -0.833 1.459
H28 6.466 2.178 0.233
H29 6.924 0.509 -0.016
H30 6.203 1.811 2.658
H31 7.732 1.106 2.151
H32 6.347 0.062 2.458
H33 3.022 1.636 -0.107
H34 4.251 2.789 0.317
H35 3.136 0.766 2.348
H36 2.449 2.359 2.074
H37 4.087 2.215 2.695
C16 -2.141 5.329 -2.175
C17 -1.281 6.571 -2.352
N5 -0.543 6.926 -1.152
C18 0.033 8.256 -1.189
C19 1.120 8.545 -2.233
C20 0.295 5.872 -0.605
C21 1.368 5.263 -1.515
H38 -2.784 5.427 -1.299
H39 -2.774 5.187 -3.052
H40 -1.540 4.426 -2.059
H41 -1.928 7.422 -2.589
H42 -0.631 6.428 -3.231
H43 0.427 8.475 -0.192
H44 -0.791 8.958 -1.349
H45 2.063 8.056 -1.990
H46 1.309 9.619 -2.276
H47 0.815 8.223 -3.230
H48 -0.361 5.067 -0.266
H49 0.767 6.259 0.302
H50 0.973 5.012 -2.501
H51 1.738 4.337 -1.070
H52 2.222 5.926 -1.649
C22 4.799 -4.305 -2.236
C23 4.564 -5.639 -1.548
N6 5.783 -6.217 -1.007
C24 5.642 -7.607 -0.611
C25 4.682 -7.938 0.537
C26 6.526 -5.361 -0.094
C27 5.790 -4.809 1.134
H53 5.583 -4.386 -2.990
H54 3.883 -3.974 -2.727
H55 5.082 -3.528 -1.523
H56 4.164 -6.353 -2.273
H57 3.779 -5.506 -0.786
H58 6.639 -7.984 -0.365
H59 5.321 -8.160 -1.500
H60 5.071 -7.621 1.503
H61 4.529 -9.018 0.585
H62 3.706 -7.474 0.393
H63 6.910 -4.513 -0.667
H64 7.408 -5.920 0.227
H65 4.823 -4.381 0.864
H66 6.383 -4.013 1.588
H67 5.621 -5.568 1.896

Atomic partial charges in e from the Löwdin method, atoms 1 to 2: -0.010, -0.517



Entry 4:
Here is a structure of composition C29H45O22Rb in a non-equilibrium geometry from the OMol25 dataset. Energies are from ωB97M-V with the def2-TZVPD basis set.

Its energy is -2811.2116 Eh. The value obtained for the HOMO energy is -5.16 eV. The HOMO-LUMO gap is 0.0916 Ha. For the energy above the lowest of the compared OMol25 structures with the same formula, charge and spin, the calculation gives 709.1 kJ/mol. For the max |F|, the calculation gives 6.97 eV/Å.

Atoms and positions in Å:
Rb1 3.927 0.571 6.963
C1 0.455 -0.099 1.054
O1 1.121 0.606 2.058
H1 0.926 0.042 0.081
H2 0.319 -1.151 1.304
H3 -0.519 0.357 0.878
C2 5.047 7.421 2.783
C3 5.482 8.663 2.000
C4 4.618 9.821 1.929
O2 5.523 10.959 1.965
C5 6.696 10.478 2.479
O3 7.719 11.109 2.651
O4 6.558 9.186 2.738
H4 5.820 6.659 2.888
H5 4.222 6.851 2.357
H6 4.634 7.676 3.760
H7 5.996 8.383 1.080
H8 3.898 9.814 2.748
H9 4.257 9.774 0.902
C6 0.913 3.729 -5.535
C7 2.179 4.598 -5.588
C8 3.455 3.961 -5.059
O5 4.348 4.153 -6.102
C9 3.783 4.469 -7.219
O6 4.377 4.682 -8.269
O7 2.516 4.779 -6.977
H10 0.051 4.271 -5.924
H11 0.806 3.449 -4.487
H12 1.124 2.820 -6.099
H13 2.057 5.569 -5.107
H14 3.317 2.884 -4.971
H15 3.830 4.327 -4.104
C10 2.442 -8.924 3.437
C11 0.949 -8.807 3.657
C12 0.139 -8.649 2.386
O8 -0.921 -9.608 2.549
C13 -0.755 -10.312 3.666
O9 -1.506 -11.257 4.054
O10 0.433 -10.041 4.158
H16 2.881 -9.574 2.681
H17 2.938 -9.148 4.381
H18 2.764 -7.929 3.128
H19 0.709 -8.102 4.452
H20 0.849 -8.877 1.591
H21 -0.221 -7.625 2.284
C14 -4.761 -3.249 4.417
C15 -5.916 -2.405 4.876
C16 -5.504 -1.307 5.896
O11 -6.154 -0.180 5.463
C17 -6.550 -0.329 4.196
O12 -7.028 0.563 3.516
O13 -6.372 -1.575 3.835
H22 -5.150 -3.923 3.654
H23 -4.453 -3.944 5.199
H24 -3.968 -2.665 3.950
H25 -6.682 -2.995 5.379
H26 -4.424 -1.180 5.834
H27 -5.949 -1.662 6.826
C18 -2.468 6.317 2.622
C19 -2.200 6.217 1.101
C20 -3.399 5.592 0.327
O14 -3.448 6.492 -0.812
C21 -2.701 7.608 -0.610
O15 -2.607 8.568 -1.387
O16 -2.107 7.493 0.593
H28 -2.318 5.369 3.139
H29 -3.522 6.579 2.717
H30 -1.769 7.005 3.097
H31 -1.291 5.669 0.851
H32 -4.253 5.481 0.995
H33 -3.068 4.604 0.007
C22 5.684 -2.089 -2.938
C23 4.830 -3.217 -3.681
C24 3.953 -4.038 -2.759
O17 2.717 -4.074 -3.500
C25 2.876 -3.283 -4.617
O18 1.965 -3.160 -5.481
O19 3.957 -2.585 -4.539
H34 6.487 -2.472 -2.308
H35 5.011 -1.580 -2.248
H36 6.114 -1.467 -3.724
H37 5.483 -3.899 -4.224
H38 3.785 -3.560 -1.794
H39 4.315 -5.057 -2.625
C26 -4.821 -4.109 -2.199
C27 -5.214 -4.869 -3.494
C28 -4.719 -6.291 -3.400
O20 -5.767 -7.020 -4.022
C29 -6.918 -6.290 -3.960
O21 -8.006 -6.837 -3.848
O22 -6.605 -4.991 -3.686
H40 -4.786 -3.034 -2.378
H41 -3.832 -4.402 -1.847
H42 -5.581 -4.292 -1.439
H43 -4.754 -4.377 -4.351
H44 -4.543 -6.655 -2.388
H45 -3.731 -6.452 -3.831

Atomic partial charges in e from the Löwdin method, atoms 1 to 2: 0.891, -0.452



Entry 5:
Here is a cluster of 5 separate species, CH10O6 in total in a non-equilibrium geometry from the OMol25 dataset. Energies are from ωB97M-V with the def2-TZVPD basis set.

Its structure (SMILES) is O=CO.O.O.O.O. Its energy is -495.5399 Eh. The value obtained for the HOMO energy is -10.82 eV. The HOMO-LUMO gap is 0.4042 Ha. For the energy above the lowest of the compared OMol25 structures with the same formula, charge and spin, the calculation gives 94.2 kJ/mol. For the max |F|, the calculation gives 2.21 eV/Å.

Atoms and positions in Å:
O1 -1.938 -1.310 -0.882
C1 -1.965 -0.429 -0.082
O2 -1.358 -0.614 1.110
H1 -2.457 0.554 -0.046
H2 -1.269 0.227 1.599
O3 3.594 -0.592 -0.417
H3 3.276 -1.471 -0.646
H4 3.229 -0.437 0.459
O4 -1.979 1.918 2.132
H5 -1.689 2.047 3.042
H6 -1.765 2.793 1.771
O5 0.991 1.974 -0.492
H7 1.474 1.141 -0.612
H8 0.702 2.106 -1.402
O6 0.683 -2.425 -2.012
H9 0.728 -3.275 -1.564
H10 -0.257 -2.206 -1.957

Atomic partial charges in e from the natural (NBO) method, atoms 1 to 2: -0.596, 0.659



Entry 6:
Here is a structure of composition C15H13N3O6Pd in a non-equilibrium geometry from the OMol25 dataset. Energies are from ωB97M-V with the def2-TZVPD basis set.

As for the expectation value of S²: 6.0482. As for the spin multiplicity: 5. Its energy is -1322.4932 Eh. The value obtained for the HOMO energy (alpha / beta) is -7.38 / -9.02 eV. The HOMO-LUMO gap (alpha / beta) is 0.2329 / 0.2442 Ha. For the energy above the lowest of the compared OMol25 structures with the same formula, charge and spin, the calculation gives 40.7 kJ/mol. For the max |F|, the calculation gives 4.02 eV/Å.

Atoms and positions in Å:
C1 3.761 2.041 0.408
C2 4.218 0.777 0.966
C3 3.214 0.370 1.985
C4 2.153 1.427 2.011
C5 2.527 2.416 0.994
Pd1 1.969 0.365 0.249
C6 2.977 -1.221 -0.999
C7 2.997 -0.147 -1.935
C8 4.222 0.411 -2.438
N1 2.039 0.910 -1.741
H1 3.220 -0.513 2.564
H2 5.023 0.159 0.661
H3 1.336 1.423 2.646
H4 1.923 3.277 0.760
H5 4.229 2.541 -0.435
H6 3.768 -1.701 -0.437
H7 1.033 1.175 -1.944
H8 2.342 -2.012 -1.316
H9 5.072 -0.034 -2.882
H10 4.093 1.453 -2.507
O1 0.014 -1.136 -1.240
C9 -0.604 -0.535 -0.389
O2 -0.122 0.320 0.480
C10 -2.091 -0.687 -0.082
C11 -2.642 0.023 1.002
C12 -4.028 -0.029 1.217
C13 -4.871 -0.820 0.433
C14 -4.272 -1.583 -0.578
C15 -2.890 -1.537 -0.841
N2 -5.109 -2.424 -1.393
O3 -6.328 -2.437 -1.176
O4 -4.581 -3.109 -2.269
N3 -4.571 0.817 2.253
O5 -3.800 1.503 2.932
O6 -5.797 0.817 2.423
H11 -2.048 0.656 1.660
H12 -5.931 -0.842 0.597
H13 -2.444 -2.115 -1.641

Atomic partial charges in e from the Löwdin method, atoms 1 to 2: -0.130, -0.111